Density functional theory data (ωB97M-V/def2-TZVPD) for C5H8O2 as an isolated structure in a non-equilibrium geometry.

As for the LUMO energy: 0.9 eV. The calculation puts the relative energy (zero: lowest compared OMol25 entry of this formula, charge and spin) at 3.6326 eV. The maximum force is 0.0202 Eh/bohr.

Structure (XYZ):
```
15
Properties=species:S:1:pos:R:3:forces:R:3
O -0.868394 2.517551 -0.848441 0.3 -0.3 -0.3
O 0.237402 0.771556 -0.427768 0.0 0.0 0.7
C -0.362059 2.197106 1.539410 0.1 0.1 -0.2
C 0.979229 -2.613305 -0.652651 -0.1 0.1 0.0
C -0.384735 2.010204 0.226681 0.0 -0.9 -0.3
C 0.206284 -1.575960 -0.942012 0.1 -0.1 0.0
C -0.194522 -0.535719 0.049655 0.0 0.2 0.0
H -0.202474 -1.455230 -1.940750 0.0 0.0 0.0
H -1.281001 -0.505739 0.186888 0.1 0.0 0.0
H -0.824201 3.082184 1.946539 0.0 0.0 0.0
H -0.362872 1.403873 -1.293522 -0.5 0.9 0.2
H 1.394461 -2.754736 0.338957 0.0 0.0 0.0
H 1.220620 -3.364792 -1.392597 0.0 0.0 0.0
H 0.162786 1.519749 2.191905 0.0 0.0 0.0
H 0.279477 -0.696743 1.017705 0.0 0.0 0.0
```
Forces are in eV/Å.